# 1
Entry from OMol25: 2 unconnected molecules or ions with the total composition C4H11N3O2 at a distorted geometry (ωB97M-V/def2-TZVPD).

Structure (XYZ):
```
20
Properties=species:S:1:pos:R:3:forces:R:3:nbo_charge:R:1
H -1.155633 1.109713 0.805608 0.02 0.16 1.25 0.38
N -0.453637 0.407725 0.682661 0.48 0.29 -2.00 -0.79
C 0.355523 -0.157006 1.465107 -1.09 -1.89 0.78 0.60
N 1.094106 -1.245228 0.932842 1.61 2.09 -0.22 -0.87
N 0.373941 -0.102200 2.832493 0.16 1.35 0.06 -0.61
C -0.235845 0.989645 3.551125 -0.01 0.64 0.57 -0.43
H 2.063475 -1.337802 1.179873 0.01 0.07 0.30 0.37
H 0.633217 -2.093472 0.884952 -1.19 -1.68 -0.25 0.39
H 1.005457 -0.676974 3.355940 0.17 -0.16 -0.28 0.40
H -1.182773 0.704795 4.006883 -0.11 -0.02 -0.02 0.20
H -0.401230 1.885485 2.953667 -0.11 -0.33 -0.52 0.21
H 0.414061 1.384961 4.334186 0.11 -0.43 0.17 0.20
C -0.111834 0.164440 -4.260890 1.28 -1.03 0.49 -0.73
C -0.549602 -0.605554 -3.030661 -0.95 0.41 0.38 0.81
O -0.769046 -1.784401 -3.004834 0.45 -0.36 -0.09 -0.59
O -0.836111 0.216694 -2.007147 0.16 1.06 -0.65 -0.78
H -0.773378 0.018406 -5.105839 -0.07 0.14 -0.01 0.24
H 0.884683 -0.235763 -4.495238 -0.31 -0.29 -0.36 0.23
H 0.127521 1.168812 -3.995433 -0.56 0.92 -0.06 0.23
H -0.482896 0.187725 -1.085295 -0.06 -0.92 0.44 0.53
```
Positions in Å, forces in eV/Å.

* E_tot: -473.746307 a.u.
* net charge: 0
* energy relative to the best compared isomer or geometry (same formula, charge and spin): 35.4 kcal/mol
* maximum force: 2.64 eV/A
* HOMO-LUMO gap: 10.04 eV

***

# 2
Entry from OMol25: 2 unconnected molecules or ions with the total composition C12H15O6S at a distorted geometry (ωB97M-V/def2-TZVPD).

Structure (XYZ):
```
34
Properties=species:S:1:pos:R:3:forces:R:3:nbo_charge:R:1
O 1.027786 -0.925586 -2.201864 0.77 3.57 5.37 -0.75
C 1.426322 -0.231026 -1.106637 4.07 -2.69 -3.71 0.73
O 2.881758 -0.118058 -0.891213 -7.21 0.18 0.07 -0.87
C 0.322417 0.410016 -0.060304 1.37 0.34 0.80 -0.51
C -0.248195 1.857473 -0.576928 0.85 0.01 -0.32 -0.40
C -1.286245 1.785552 -1.843706 -0.52 0.75 -0.22 -0.46
C -2.839588 1.421290 -1.445701 -4.11 -0.41 0.41 0.01
C -4.033824 2.480518 -1.944584 -1.46 -3.33 1.95 -0.24
C -5.635392 2.180493 -1.634929 2.48 -2.52 1.14 -0.25
C -6.121891 0.829254 -0.812838 4.41 0.33 -0.63 -0.27
C -4.955809 -0.236783 -0.300057 0.70 3.77 -2.37 -0.24
C -3.350189 0.090542 -0.635432 -2.63 1.88 -0.94 -0.23
H 0.928114 0.630009 0.944649 -1.27 -0.46 -2.18 0.22
H -0.495127 -0.376011 0.227780 1.45 1.54 -0.90 0.21
H -0.664257 2.486933 0.337574 0.49 -1.44 -2.00 0.21
H 0.702383 2.469607 -0.960181 -2.01 -1.40 0.78 0.23
H -0.880946 1.102689 -2.735149 -0.86 1.13 2.33 0.28
H -1.319374 2.885188 -2.307377 -0.14 -2.31 1.03 0.21
H -3.754406 3.456625 -2.553202 -0.59 -2.32 1.46 0.23
H -6.470050 2.928574 -2.027749 2.08 -1.74 0.94 0.22
H -7.262757 0.583963 -0.589827 2.76 0.74 -0.62 0.23
H -5.290900 -1.232627 0.265328 1.00 2.49 -1.39 0.23
H -2.589505 -0.720661 -0.269090 -1.53 1.88 -0.90 0.24
C 4.239560 -2.017704 1.008312 -0.12 1.19 -0.35 -0.12
C 5.348379 -1.404259 1.859150 0.33 -0.32 -0.82 -0.10
O 4.927573 -1.587363 3.209030 -0.92 -0.74 0.41 -0.68
S 4.065722 -2.968268 3.312665 -0.14 0.11 -0.71 2.50
O 4.947475 -4.016810 3.775484 -1.24 1.01 -0.22 -0.90
O 2.799386 -2.670511 3.940467 1.65 -0.55 -0.31 -0.89
O 3.816016 -3.181853 1.715816 0.56 -0.50 1.76 -0.68
H 3.384445 -1.339023 0.926346 0.26 0.01 -0.32 0.25
H 4.587716 -2.285559 0.007155 -0.23 -0.07 0.26 0.22
H 5.500929 -0.344131 1.643215 -0.23 -0.16 0.22 0.22
H 6.292474 -1.942493 1.723799 -0.01 0.06 -0.01 0.17
```
Positions in Å, forces in eV/Å.

* E_tot: -1315.538467 a.u.
* net charge: -1
* maximum force: 7.22 eV/A
* HOMO-LUMO gap: 6.98 eV

***

# 3
Entry from OMol25: a single C25H30N4O2 molecule (ωB97M-V/def2-TZVPD).

Structure (XYZ):
```
61
Properties=species:S:1:pos:R:3:forces:R:3:nbo_charge:R:1
O -0.705961 1.727084 -2.596459 -0.02 0.16 0.10 -0.61
C -0.318506 0.690034 -3.086577 -0.33 -0.04 -0.48 0.69
C -1.024864 0.030594 -4.266913 0.03 -0.19 0.16 -0.52
C -1.231298 -1.475227 -4.116686 -0.38 0.17 -0.07 -0.07
O 0.013892 -2.120411 -4.309988 0.17 -0.09 -0.10 -0.55
C 0.070909 -3.487351 -4.255001 0.17 -0.20 0.02 0.38
C 1.334139 -4.044348 -4.451316 -0.11 0.18 0.00 -0.28
C 1.502089 -5.412969 -4.418399 0.00 0.06 0.00 -0.18
C 0.417049 -6.244560 -4.188245 -0.08 -0.15 0.02 -0.24
C -0.834000 -5.691879 -3.991373 0.09 -0.12 -0.01 -0.18
C -1.016630 -4.318281 -4.021898 -0.12 0.36 0.00 -0.33
N 0.770853 0.000835 -2.659757 0.33 -0.42 0.11 -0.64
C 1.682951 0.430754 -1.692227 0.42 0.24 0.02 0.30
C 3.056404 0.545172 -1.803369 -0.32 -0.04 -0.09 -0.36
C 3.465830 0.991837 -0.544175 -0.19 -0.13 -0.14 -0.05
N 2.435439 1.131919 0.265312 0.19 0.33 0.71 -0.27
N 1.355490 0.782681 -0.428068 0.20 -0.29 -0.72 -0.15
C 0.059694 0.804134 0.208044 -0.31 0.20 0.54 -0.04
C 0.110307 0.024255 1.521361 -0.25 -0.08 -0.10 -0.40
C -1.234860 0.118613 2.234782 0.24 -0.11 0.00 -0.21
N -1.546637 1.504246 2.502006 -0.20 -0.11 -0.06 -0.46
C -2.649698 1.714000 3.417060 -0.09 0.20 0.04 -0.20
C -2.384780 2.935887 4.313801 -0.03 -0.33 -0.08 -0.44
C -1.193710 2.675914 5.188728 -0.10 0.14 0.01 0.08
C 0.091521 2.807859 4.677986 0.06 0.05 0.06 -0.23
C 1.193238 2.512708 5.460024 0.11 0.02 -0.02 -0.20
C 1.025222 2.087233 6.767081 0.06 -0.05 0.09 -0.23
C -0.251222 1.955418 7.285595 0.03 -0.07 0.12 -0.21
C -1.352602 2.243926 6.498573 -0.02 0.02 -0.03 -0.25
C -1.680928 2.249593 1.267061 0.25 0.13 -0.04 -0.22
C -0.365712 2.243166 0.497960 -0.27 -0.08 -0.18 -0.41
H -1.990473 0.521824 -4.388183 0.09 0.00 0.04 0.25
H -0.430058 0.215216 -5.164801 -0.05 0.01 -0.05 0.24
H -1.949357 -1.819817 -4.872730 0.09 0.01 0.12 0.19
H -1.630132 -1.709264 -3.119809 0.03 -0.03 -0.11 0.18
H 2.168257 -3.384066 -4.631994 0.10 0.08 -0.02 0.22
H 2.484400 -5.833152 -4.573088 0.09 -0.03 -0.01 0.22
H 0.548326 -7.315268 -4.163003 0.01 -0.09 0.00 0.22
H -1.685898 -6.330539 -3.810841 -0.06 -0.05 0.02 0.22
H -2.004418 -3.914432 -3.864890 -0.07 0.07 0.02 0.22
H 1.056729 -0.794481 -3.219102 -0.13 0.08 0.14 0.43
H 3.657868 0.341951 -2.665203 0.07 -0.02 -0.22 0.22
H 4.457070 1.214801 -0.203416 0.19 0.05 0.11 0.21
H -0.656517 0.339334 -0.476797 0.13 0.05 0.04 0.21
H 0.884345 0.462274 2.150853 0.01 -0.05 0.03 0.23
H 0.360981 -1.021840 1.333709 0.05 -0.02 -0.02 0.21
H -2.015110 -0.368189 1.615818 -0.02 -0.01 0.07 0.15
H -1.173587 -0.413560 3.187068 -0.05 -0.01 -0.06 0.21
H -2.748167 0.835197 4.059359 -0.03 0.02 -0.04 0.20
H -3.605314 1.848411 2.882612 0.03 -0.09 0.02 0.17
H -3.271169 3.123010 4.922657 0.00 0.09 -0.01 0.21
H -2.204195 3.809619 3.686592 -0.08 0.07 -0.01 0.21
H 0.222654 3.135363 3.658965 0.03 0.05 -0.10 0.22
H 2.187237 2.615380 5.049117 0.08 0.02 -0.04 0.21
H 1.885332 1.859959 7.380210 0.06 -0.01 0.04 0.21
H -0.390039 1.625309 8.305379 -0.01 -0.02 0.07 0.21
H -2.347632 2.134986 6.908537 -0.10 0.01 0.03 0.20
H -2.479380 1.826931 0.626810 -0.04 0.05 0.06 0.16
H -1.954778 3.278798 1.506367 -0.06 0.00 -0.05 0.20
H -0.482051 2.783116 -0.441790 0.07 0.00 0.03 0.24
H 0.416100 2.715601 1.092933 0.03 0.03 0.03 0.22
```
Positions in Å, forces in eV/Å.

* E_tot: -1340.160912 a.u.
* net charge: 0
* energy relative to the best compared isomer or geometry (same formula, charge and spin): 45.4 kcal/mol
* maximum force: 0.81 eV/A
* HOMO-LUMO gap: 8.87 eV

***

# 4
Entry from OMol25: a gas-phase ion, C11H16ClN4 (charge +1) at a distorted geometry (ωB97M-V/def2-TZVPD).

Structure (XYZ):
```
32
Properties=species:S:1:pos:R:3:forces:R:3:nbo_charge:R:1
C 1.387034 -1.558878 2.978577 -0.45 0.38 1.87 -0.41
N 0.805326 -0.759816 1.815882 -0.07 1.12 1.38 -0.24
C -0.561363 -1.292333 1.434437 0.14 -0.67 0.07 -0.41
C 1.763847 -0.668851 0.687605 0.89 0.93 -2.87 -0.26
C 2.111282 0.876976 0.453720 -0.89 -0.02 1.57 -0.04
C 2.250951 1.276825 1.900726 -0.60 -0.39 1.04 -0.42
C 0.837642 0.701858 2.341905 1.86 2.51 -4.83 -0.01
C 0.128766 1.739904 1.429565 -0.33 -1.26 -0.23 -0.24
N 0.979311 1.796846 0.237345 -0.44 -1.22 -2.86 -0.46
C 0.203017 1.633465 -0.958658 -1.11 -3.28 0.05 0.30
C 0.037201 2.656656 -1.826982 -0.40 1.21 -1.11 -0.20
C -0.878281 2.592965 -2.895471 1.21 -0.65 1.88 -0.17
C -1.517913 1.358396 -3.013108 0.58 1.08 0.65 0.14
Cl -2.580801 1.421366 -4.392180 -0.27 -1.36 0.52 0.06
N -1.334301 0.336673 -2.146761 0.20 0.12 -0.87 -0.21
N -0.455375 0.417043 -1.142813 -0.18 2.58 -0.74 -0.26
H 0.609738 -2.163250 3.527174 0.71 0.21 -1.29 0.25
H 2.246317 -2.121226 2.612312 -0.35 -0.15 0.35 0.24
H 1.675936 -0.848657 3.825511 0.17 -0.81 -1.53 0.24
H -1.147755 -1.503392 2.338898 0.39 0.10 -0.25 0.23
H -0.423687 -2.207454 0.828511 0.08 0.36 0.57 0.24
H -1.085533 -0.604908 0.799510 0.04 0.41 -0.18 0.26
H 1.392319 -1.102988 -0.258889 -0.23 0.01 0.80 0.27
H 2.717633 -1.149223 0.912828 -0.25 -0.07 0.25 0.23
H 2.997807 1.009830 -0.183463 -0.61 0.09 0.06 0.25
H 2.407876 2.325629 2.167610 -0.84 0.12 -0.60 0.26
H 3.098203 0.900806 2.311686 2.38 -2.11 1.61 0.22
H 0.525945 0.753554 3.280687 -1.12 0.00 4.10 0.22
H -0.875128 1.446748 1.211268 -0.74 -0.22 -0.41 0.21
H 0.078947 2.756466 1.763149 0.01 0.27 1.30 0.24
H 0.666860 3.482051 -1.569883 -0.08 0.89 -0.35 0.24
H -1.128159 3.430583 -3.537035 0.30 -0.19 0.04 0.26
```
Positions in Å, forces in eV/Å.

* E_tot: -1107.610359 a.u.
* net charge: +1
* energy relative to the best compared isomer or geometry (same formula, charge and spin): 47.1 kcal/mol
* maximum force: 5.75 eV/A
* HOMO-LUMO gap: 9.50 eV

***

What is the E_tot in the first record? -473.746307 a.u.